Record 1
This record from the OMol25 dataset describes a structure of composition C39H37BrF5IN3O3PRuS. The level of theory is ωB97M-V with the def2-TZVPD basis set.

The geometry in XYZ format:
```
92
Properties=species:S:1:pos:R:3:forces:R:3:mulliken_charge:R:1
Ru 0.0036 -0.0177 -0.3235 0.7 -0.4 0.1 0.67
C -0.3689 0.6004 3.9986 0.0 0.0 0.0 -1.02
C 0.9571 0.5588 4.4098 0.0 0.0 0.0 -1.03
C 1.9459 0.4382 3.4558 -0.1 0.0 0.0 -0.90
C 1.6118 0.3224 2.1015 0.0 -0.1 -0.1 1.03
C 0.2733 0.2803 1.6736 0.0 0.0 0.2 1.39
C -0.6994 0.4758 2.6595 0.0 0.1 -0.1 -0.47
C 2.6412 0.2503 1.0612 0.0 0.0 0.1 0.50
C 4.0220 0.3550 1.3749 0.0 0.0 -0.1 -1.51
C 4.9485 0.2421 0.3934 0.0 0.0 0.0 -1.53
C 4.5303 0.0089 -0.9365 0.1 0.0 0.0 1.45
C 5.4581 -0.1616 -1.9873 0.0 0.0 0.0 -0.79
C 5.0292 -0.4047 -3.2606 0.0 0.0 0.0 -0.94
C 3.6486 -0.4768 -3.5208 0.0 0.0 0.0 -0.70
C 2.7325 -0.2948 -2.5205 0.1 0.1 0.0 1.50
C 3.1463 -0.0540 -1.1978 -0.1 0.0 0.0 -1.93
N 2.2145 0.0984 -0.1884 0.0 0.1 0.1 2.20
H -1.1566 0.7347 4.7296 0.0 0.0 0.0 0.45
H 1.2130 0.6358 5.4576 0.0 0.0 0.0 0.43
H 2.9773 0.4247 3.7777 0.0 0.0 0.0 0.37
H -1.7410 0.5352 2.3881 0.0 0.0 0.0 0.44
H 4.3247 0.5263 2.3946 0.0 0.0 0.0 0.56
H 6.0062 0.3163 0.6142 0.0 0.0 0.0 0.44
H 6.5145 -0.1036 -1.7562 0.0 0.0 0.0 0.46
H 5.7385 -0.5415 -4.0651 0.0 0.0 0.0 0.44
H 3.3034 -0.6743 -4.5274 0.0 0.0 0.0 0.49
H 1.6791 -0.3320 -2.7356 0.0 0.1 0.0 -0.67
Br 1.3293 1.6447 -5.5648 0.0 0.0 0.0 -0.05
C 0.7296 -0.1467 -5.6169 0.1 0.0 0.0 -0.02
C 1.1947 -0.9453 -6.6547 0.0 0.0 0.0 -0.33
C 0.7897 -2.2662 -6.7510 0.0 0.0 0.0 -0.67
C -0.0929 -2.7916 -5.8194 0.0 0.0 0.0 -0.82
C -0.5646 -1.9965 -4.7871 -0.1 0.0 0.0 -0.41
C -0.1461 -0.6747 -4.6723 0.1 -0.1 -0.1 0.36
I -0.8747 0.5140 -3.1181 -0.2 0.1 -0.2 0.13
H 1.8685 -0.5214 -7.3862 0.0 0.0 0.0 0.46
H 1.1558 -2.8775 -7.5646 0.0 0.0 0.0 0.41
H -0.4308 -3.8158 -5.9015 0.0 0.0 0.0 0.46
H -1.2777 -2.3984 -4.0822 0.0 0.0 0.0 0.58
F -2.1530 -1.2261 1.3333 -0.2 -0.1 0.0 -0.29
C -1.9157 -0.8024 0.0529 -0.2 0.3 0.0 0.43
F -2.7796 0.2510 -0.1637 0.0 -0.1 0.0 -0.23
C -2.5089 -2.0174 -0.7631 0.1 0.0 0.0 0.18
F -3.8247 -1.8960 -0.9080 0.0 0.0 0.1 -0.30
F -1.9867 -2.1548 -1.9974 0.0 0.1 0.0 -0.18
F -2.2618 -3.1710 -0.1325 0.0 0.0 0.0 -0.26
C -0.9995 5.0280 1.9058 0.0 0.0 0.0 -1.42
C -0.7318 3.5452 1.8377 0.0 0.0 -0.1 -0.03
O 0.2467 3.2953 0.7917 0.1 0.0 0.1 -0.19
P 0.0075 2.3216 -0.4372 -0.4 0.0 0.0 -0.18
O 1.1383 2.8497 -1.4149 0.1 -0.2 0.0 0.02
C 2.4414 3.3399 -1.0073 0.0 0.0 0.0 0.00
C 2.4991 4.8341 -1.2033 0.0 0.0 0.0 -1.43
O -1.3351 2.7956 -1.1406 0.0 0.0 0.0 0.24
C -1.4695 4.1001 -1.7715 0.0 0.0 0.0 0.04
C -2.9398 4.3808 -1.9400 0.0 0.0 0.0 -1.46
H -1.6598 5.2409 2.7472 0.0 0.0 0.0 0.45
H -1.4841 5.3869 0.9978 0.0 0.0 0.0 0.28
H -0.0711 5.5793 2.0523 0.0 0.0 0.0 0.30
H -1.6421 2.9837 1.6213 0.0 0.0 0.0 0.37
H -0.2999 3.1652 2.7599 0.0 0.0 0.0 0.23
H 3.1596 2.8197 -1.6400 0.0 0.0 0.0 0.30
H 2.6246 3.0701 0.0334 0.0 0.0 0.0 0.17
H 2.2897 5.0927 -2.2410 0.0 0.0 0.0 0.31
H 3.4953 5.2013 -0.9531 0.0 0.0 0.0 0.45
H 1.7755 5.3342 -0.5601 0.0 0.0 0.0 0.24
H -0.9465 4.0555 -2.7273 0.0 0.0 0.0 0.25
H -0.9807 4.8471 -1.1441 0.0 0.0 0.0 0.21
H -3.4106 3.6137 -2.5542 0.0 0.0 0.0 0.31
H -3.0758 5.3451 -2.4298 0.0 0.0 0.0 0.42
H -3.4447 4.4085 -0.9747 0.0 0.0 0.0 0.32
S 1.6389 -6.5258 -0.0287 0.0 0.0 -0.1 -0.11
C 1.2020 -4.7983 -0.1065 0.0 0.0 0.0 0.07
C 1.2796 -4.0953 -1.3016 0.0 0.0 0.0 -1.32
C 0.9061 -2.7679 -1.3219 0.0 0.0 0.0 -0.25
N 0.4751 -2.1174 -0.2336 0.0 -0.1 -0.1 1.20
C 0.4173 -2.7900 0.9233 0.0 0.0 0.0 -0.59
C 0.7749 -4.1201 1.0257 0.0 0.0 0.0 -1.22
C -0.0277 -7.1751 -0.0083 0.0 0.0 0.1 0.37
C -0.5859 -7.6335 1.1740 0.0 0.0 0.0 -0.10
C -1.8838 -8.1276 1.1388 0.0 0.0 0.0 -0.41
N -2.6213 -8.1824 0.0351 0.0 0.0 0.0 -0.57
C -2.0680 -7.7469 -1.0936 0.0 0.0 0.0 -0.46
C -0.7789 -7.2418 -1.1724 0.0 0.0 0.0 -0.22
H 1.6212 -4.5739 -2.2086 0.0 0.0 0.0 0.62
H 0.9437 -2.2009 -2.2408 -0.1 0.0 0.0 0.52
H 0.0554 -2.2431 1.7823 0.0 0.0 0.0 0.41
H 0.7033 -4.6232 1.9796 0.0 0.0 0.0 0.45
H -0.0276 -7.6117 2.0997 0.0 0.0 0.0 0.42
H -2.3488 -8.4947 2.0465 0.0 0.0 0.0 0.38
H -2.6826 -7.8089 -1.9844 0.0 0.0 0.0 0.37
H -0.3711 -6.9165 -2.1198 0.0 0.0 0.0 0.40
```
Positions in Å, forces in eV/Å.

Computed properties:
Kohn-Sham gap (alpha / beta) in eV: 7.998 / 6.906
E_HOMO (alpha / beta) in Eh: -0.40355 / -0.40007
Multiplicity: 2
LUMO level (alpha / beta) in eV: -2.98 / -3.98
Net charge: +1
<S²>: 0.76



Record 2
This record from the OMol25 dataset describes a structure of composition C39H37Cu2FN6O11. The level of theory is ωB97M-V with the def2-TZVPD basis set.

The geometry in XYZ format:
```
96
Properties=species:S:1:pos:R:3:forces:R:3:mulliken_charge:R:1
Cu 16.1605 30.0868 -16.4761 0.2 0.0 -1.0 1.27
Cu 17.3993 31.1198 -19.9905 -0.3 -0.2 0.1 0.35
C 16.2754 34.0066 -16.6221 2.3 -3.8 -4.2 0.05
C 16.8641 33.2350 -17.7469 -2.2 1.9 1.5 -1.07
C 17.1510 34.0407 -19.0688 0.9 0.7 -0.9 0.51
O 17.5500 33.3671 -20.0502 -0.2 -0.9 0.2 -0.78
C 17.0612 35.4769 -19.1562 0.3 -4.6 0.5 -0.94
C 16.6161 36.1040 -18.0333 -0.1 6.1 0.4 0.13
C 16.1494 35.3588 -16.7556 -0.9 0.5 2.9 -0.11
O 15.6678 35.8408 -15.6644 0.3 1.8 -1.5 -0.85
O 16.6392 37.4132 -18.0820 -0.6 -3.0 1.4 -0.80
O 16.9923 31.9978 -17.7787 0.2 -0.6 0.1 0.54
H 15.8762 33.4456 -15.7901 0.0 0.1 0.2 1.34
H 17.5016 35.9387 -20.0275 -0.3 0.3 0.1 0.40
C 16.1022 27.3573 -21.9780 -0.8 -3.8 0.6 -0.76
C 16.3204 28.4058 -21.1709 -0.2 1.8 0.0 1.02
C 15.9009 28.3351 -19.6674 0.0 -0.5 2.5 -0.97
O 16.1947 29.2352 -18.8043 1.1 2.1 -1.0 0.36
C 15.2509 27.2434 -19.0928 0.0 -1.6 -3.1 -0.14
C 15.0523 26.0860 -19.9513 0.3 -1.3 0.0 -0.05
C 15.6559 26.0627 -21.4348 -1.5 0.2 -2.2 0.54
O 15.4501 25.0412 -22.1522 0.8 2.0 1.7 -0.75
O 14.4880 25.0292 -19.6460 0.1 0.8 0.5 -0.73
O 16.7513 29.4602 -21.7449 0.5 1.5 2.2 -0.91
H 16.2092 27.5335 -23.0381 0.2 -0.4 -0.1 0.37
H 15.0371 27.1444 -18.0388 0.0 0.3 0.0 0.49
C 13.8912 35.4683 -12.3087 1.2 0.4 -0.3 0.02
C 13.6227 34.2577 -13.1694 -0.9 1.2 0.3 0.38
O 12.4748 33.7094 -12.5260 0.2 -0.5 -2.0 -0.37
C 12.1827 34.3660 -11.3971 -0.6 -2.7 0.6 0.57
O 11.3681 33.9555 -10.6280 -0.5 0.6 0.1 -0.58
O 13.0264 35.3167 -11.1996 1.0 2.7 0.7 -0.35
F 14.6328 33.3871 -13.1038 0.6 -0.9 0.0 -0.16
H 13.7608 36.3885 -12.8782 -0.5 0.1 0.3 0.31
H 14.9234 35.4636 -11.9585 -0.1 -0.1 0.1 -0.06
H 13.4705 34.5817 -14.1989 -0.3 -0.7 -0.1 0.27
N 20.1174 29.1414 -19.7265 0.7 2.6 0.6 0.21
C 20.5991 29.4671 -18.4616 0.0 -0.7 -0.2 -0.74
C 20.5962 30.8389 -18.3050 1.3 -1.7 1.4 -0.25
C 20.2458 31.3866 -19.4885 -1.5 0.7 -2.6 -0.13
C 19.9010 30.3599 -20.3913 0.3 -0.1 0.9 -1.28
H 20.0243 28.2311 -20.1540 0.0 0.1 0.4 0.29
H 21.0806 28.7522 -17.8109 -0.5 -0.3 0.0 0.46
H 20.9837 31.4424 -17.4975 -0.1 -0.4 0.3 0.59
H 20.2286 32.4642 -19.5576 -0.4 -0.1 -0.9 0.38
H 19.5949 30.3660 -21.4270 -0.1 0.1 0.1 0.56
N 14.5287 29.0028 -9.3722 0.5 -0.8 1.3 0.00
C 13.3113 29.5885 -9.2122 -0.3 0.5 -0.4 -0.56
C 12.9497 30.0500 -10.4524 -2.1 0.6 1.6 -0.96
C 13.9480 29.7193 -11.3317 -0.7 0.0 -2.9 0.68
C 14.8874 29.0364 -10.6855 1.8 -0.6 0.5 -0.73
H 15.0407 28.6103 -8.5951 0.1 0.0 -0.5 0.18
H 12.7688 29.6398 -8.2798 0.3 -0.1 0.0 0.38
H 11.9943 30.5195 -10.6344 0.2 0.1 -0.2 0.42
H 13.8740 29.7744 -12.4077 0.2 0.4 0.1 0.17
H 15.7809 28.6182 -11.1251 0.1 -0.1 0.5 0.45
N 17.8987 30.7624 -14.5096 0.2 -1.5 0.5 0.68
C 18.5854 29.9782 -15.4001 -0.7 -1.0 0.6 -0.41
C 18.0397 28.6549 -15.2801 1.3 1.7 -1.9 -0.92
C 16.9769 28.7182 -14.3796 0.1 0.3 1.0 -1.08
C 17.0206 29.9857 -13.8294 -1.3 0.3 0.4 0.11
H 18.1394 31.7074 -14.2464 0.0 0.0 -0.1 0.03
H 19.3737 30.4634 -15.9565 -0.1 -0.6 -0.3 0.11
H 18.3721 27.7869 -15.8301 -0.1 0.2 -0.2 0.45
H 16.3014 27.9179 -14.1157 0.2 0.0 0.1 0.45
H 16.4501 30.3783 -13.0007 -0.1 0.2 -0.2 0.45
N 13.3363 30.5201 -17.1313 0.6 0.0 1.4 0.18
C 13.3733 29.3174 -16.4961 0.7 -0.8 -0.2 -1.28
C 13.8253 29.5220 -15.1807 -1.7 -3.1 -1.0 -0.75
C 13.8017 30.8551 -14.9729 1.6 4.0 -0.2 1.24
C 13.7221 31.4832 -16.2066 -1.5 0.2 -1.2 -1.49
H 13.1641 30.6364 -18.1197 0.3 0.1 0.2 0.28
H 13.1441 28.4406 -17.0835 0.2 -0.2 0.3 0.47
H 14.0055 28.7999 -14.3980 -0.3 -0.3 -0.3 0.50
H 13.9175 31.4040 -14.0501 0.4 -0.2 0.0 0.06
H 13.8058 32.4871 -16.5959 0.0 0.2 0.6 0.59
N 19.9963 24.5581 -19.0437 0.5 -1.2 0.9 0.03
C 19.9443 24.6932 -20.3581 1.2 -0.2 -3.3 -0.68
C 19.2604 25.8474 -20.7010 0.9 -1.8 -1.8 -0.76
C 18.7745 26.3079 -19.5289 -1.4 2.1 2.8 0.10
C 19.2877 25.5546 -18.5083 -1.2 0.3 1.7 -1.45
H 20.2843 23.7468 -18.5156 0.1 0.2 -0.4 0.24
H 20.4509 24.0218 -21.0355 0.1 -0.1 0.2 0.42
H 19.0941 26.2269 -21.6984 -0.1 -0.1 0.1 0.48
H 18.0617 27.0995 -19.3507 0.2 0.1 -0.1 1.11
H 19.0440 25.4577 -17.4606 -0.1 0.5 0.0 0.42
N 17.8259 34.1327 -13.7737 1.3 0.1 -1.4 0.35
C 18.9338 33.4260 -14.2366 -0.5 0.4 -0.1 -1.19
C 19.6887 33.0333 -13.1503 -0.8 0.4 1.0 -0.38
C 19.0061 33.5249 -12.0089 -1.5 1.8 0.1 -0.70
C 17.9095 34.3297 -12.4594 1.3 -1.9 1.1 -0.36
H 17.1065 34.5218 -14.3664 -0.1 0.3 -0.5 0.23
H 19.0210 33.2080 -15.2908 0.1 0.2 0.0 0.67
H 20.5934 32.4558 -13.0300 -0.1 -0.1 -0.7 0.44
H 19.1671 33.3196 -10.9609 0.5 0.2 -0.1 0.37
H 17.2029 34.9874 -11.9749 0.1 -0.4 0.2 0.32
```
Positions in Å, forces in eV/Å.

Computed properties:
Kohn-Sham gap in eV: 5.611
E_HOMO in Eh: -0.07981
Multiplicity: 1
LUMO level in eV: 3.44
Net charge: -2